(1)
Density functional theory data (ωB97M-V/def2-TZVPD) for a 11-piece molecular cluster, C38H107N9O11 overall.

```
165
C38H107N9O11, DFT ωB97M-V/def2-TZVPD
C -5.80 -2.01 -0.51
O -5.17 -1.13 -1.41
C -5.33 -1.52 -2.75
C -4.37 -0.73 -3.63
C -4.60 -1.02 -5.11
N -2.99 -1.19 -3.38
H -6.88 -2.07 -0.66
H -5.59 -1.70 0.52
H -5.26 -2.97 -0.53
H -4.99 -2.56 -2.82
H -6.38 -1.46 -3.06
H -4.37 0.36 -3.53
H -4.42 -2.02 -5.50
H -3.93 -0.43 -5.75
H -5.61 -0.70 -5.39
H -2.89 -2.11 -3.80
H -2.83 -1.32 -2.38
C 1.43 3.72 2.86
O 1.18 2.33 3.05
C 2.09 1.79 3.97
C 1.80 0.33 4.26
C 2.80 -0.21 5.29
N 2.16 -0.44 3.03
H 1.53 4.19 3.84
H 0.55 4.16 2.40
H 2.27 3.94 2.19
H 3.16 1.87 3.70
H 2.05 2.38 4.90
H 0.76 0.07 4.47
H 3.79 0.04 4.94
H 2.59 -1.28 5.40
H 2.66 0.23 6.28
H 1.56 -0.26 2.24
H 2.05 -1.43 3.25
C -6.60 5.38 0.09
O -5.42 4.66 -0.11
C -5.55 3.25 -0.11
C -4.14 2.69 -0.23
C -3.61 2.83 -1.64
N -4.18 1.26 0.07
H -6.86 5.33 1.15
H -7.39 5.11 -0.62
H -6.48 6.46 -0.05
H -6.09 2.97 0.80
H -6.10 2.77 -0.93
H -3.47 3.19 0.48
H -3.55 3.86 -2.02
H -4.20 2.25 -2.35
H -2.60 2.44 -1.81
H -3.25 0.87 0.00
H -4.68 0.72 -0.64
C 3.20 2.73 0.00
O 3.96 2.39 -1.15
C 5.05 3.24 -1.40
C 5.23 3.34 -2.93
C 5.35 2.00 -3.63
N 6.43 4.16 -3.20
H 2.81 3.74 -0.17
H 3.80 2.71 0.91
H 2.40 2.01 0.13
H 4.74 4.26 -1.14
H 5.98 3.05 -0.85
H 4.41 3.92 -3.36
H 5.46 2.14 -4.71
H 4.46 1.40 -3.41
H 6.18 1.45 -3.20
H 7.26 3.68 -2.86
H 6.52 4.27 -4.20
C 1.85 -7.62 3.37
O 1.60 -6.50 2.54
C 0.34 -5.90 2.84
C 0.30 -4.62 2.01
C 1.52 -3.72 2.19
N -0.91 -3.77 2.25
H 1.31 -8.49 2.97
H 1.69 -7.41 4.43
H 2.90 -7.88 3.20
H -0.47 -6.59 2.63
H 0.28 -5.63 3.90
H 0.29 -4.84 0.94
H 2.43 -4.30 2.30
H 1.42 -3.19 3.15
H 1.58 -2.91 1.47
H -0.66 -2.90 1.78
H -0.89 -3.59 3.25
C 0.16 3.53 -1.62
O 0.00 2.90 -2.90
C -0.67 3.68 -3.87
C -0.11 3.35 -5.26
C -0.24 4.54 -6.21
N -0.69 2.16 -5.90
H -0.79 3.96 -1.30
H 0.97 4.25 -1.72
H 0.40 2.70 -0.97
H -1.75 3.46 -3.92
H -0.61 4.76 -3.67
H 0.97 3.20 -5.09
H -1.24 4.97 -6.20
H 0.18 4.33 -7.19
H 0.33 5.40 -5.82
H -0.56 1.37 -5.28
H 0.01 1.99 -6.63
C 3.19 -1.58 -0.49
O 4.08 -2.69 -0.42
C 4.99 -2.64 0.67
C 6.13 -3.58 0.38
C 6.86 -4.07 1.63
N 7.16 -2.92 -0.46
H 3.77 -0.68 -0.72
H 2.69 -1.45 0.47
H 2.46 -1.73 -1.28
H 5.37 -1.61 0.79
H 4.39 -2.84 1.57
H 5.80 -4.47 -0.16
H 7.46 -4.92 1.31
H 6.28 -4.33 2.52
H 7.60 -3.33 1.95
H 7.58 -3.60 -1.08
H 6.63 -2.27 -1.03
C -1.90 2.26 3.44
O -2.72 1.46 4.28
C -2.07 1.26 5.56
C -2.82 0.26 6.40
C -2.60 0.53 7.89
N -2.40 -1.14 6.19
H -1.35 1.71 2.68
H -1.14 2.79 4.02
H -2.48 3.04 2.94
H -1.00 1.09 5.45
H -2.16 2.27 5.99
H -3.89 0.30 6.22
H -3.03 1.49 8.20
H -1.54 0.64 8.16
H -2.94 -0.30 8.50
H -2.66 -1.47 5.26
H -1.38 -1.18 6.15
C -0.92 -4.02 -3.15
O -0.72 -2.69 -3.54
C 0.64 -2.30 -3.63
C 0.76 -0.82 -3.99
C 2.15 -0.24 -4.00
N -0.10 -0.04 -3.09
H -0.08 -4.42 -2.57
H -0.94 -4.70 -4.01
H -1.85 -4.18 -2.61
H 1.08 -2.49 -2.64
H 1.18 -2.91 -4.36
H 0.41 -0.67 -5.02
H 2.67 -0.60 -4.90
H 2.75 -0.27 -3.10
H 1.98 0.80 -4.28
H -1.07 -0.35 -3.16
H -0.17 0.96 -3.24
C -3.61 -1.85 2.10
O -3.23 -1.32 3.39
H -3.61 -1.04 1.36
H -3.00 -2.71 1.83
H -4.65 -2.15 2.29
H -2.96 -0.40 3.26
C -0.71 -0.09 0.01
O -0.75 -1.48 -0.17
H -1.16 0.48 -0.80
H -1.14 0.23 0.98
H 0.28 0.36 0.21
H -0.62 -1.51 -1.14
```

Values from the calculation:
energy relative to the best compared isomer or geometry (same formula, charge and spin) = 2.569 eV
orbital gap = 9.4 eV
DFT total energy = -2832.188413 Eh

Löwdin atomic charge list, values in e, 8 entries: -0.0941 -0.2258 -0.2029 -0.3880 -0.0735 0.0427 0.0965 0.0564

=====

(2)
Density functional theory data (ωB97M-V/def2-TZVPD) for a 16-piece molecular cluster, C38H108O16 overall.

```
162
C38H108O16, DFT ωB97M-V/def2-TZVPD
C 9.82 -10.22 23.00
C 9.38 -10.70 24.37
C 10.32 -11.72 24.96
O 9.30 -9.62 25.28
H 10.73 -9.61 22.98
H 9.05 -9.63 22.49
H 10.01 -11.07 22.33
H 8.39 -11.17 24.24
H 9.96 -12.14 25.90
H 11.33 -11.34 25.13
H 10.44 -12.57 24.29
H 8.60 -9.00 25.01
C 9.34 -16.34 22.03
C 9.62 -14.85 21.90
C 8.34 -14.03 22.14
O 10.63 -14.49 22.83
H 10.18 -16.97 21.76
H 8.63 -16.61 21.22
H 8.79 -16.63 22.92
H 9.93 -14.61 20.88
H 8.61 -12.97 22.18
H 7.96 -14.24 23.15
H 7.55 -14.34 21.46
H 10.23 -14.32 23.69
C 1.24 -9.63 26.96
C 2.34 -10.23 26.11
C 2.76 -9.34 24.93
O 3.48 -10.51 26.92
H 0.92 -10.31 27.75
H 0.35 -9.40 26.36
H 1.57 -8.72 27.47
H 2.04 -11.22 25.75
H 3.68 -9.76 24.52
H 2.93 -8.32 25.29
H 2.00 -9.25 24.15
H 3.83 -9.68 27.27
C 5.73 -12.75 25.14
C 6.35 -13.36 26.41
C 6.20 -14.88 26.52
O 7.75 -13.10 26.47
H 6.31 -12.86 24.23
H 5.51 -11.70 25.33
H 4.76 -13.23 24.94
H 5.82 -12.89 27.25
H 6.63 -15.22 27.46
H 6.80 -15.37 25.74
H 5.17 -15.22 26.44
H 7.87 -12.20 26.80
C 2.15 -7.44 17.46
C 2.05 -8.89 17.03
C 3.25 -9.27 16.16
O 2.01 -9.74 18.19
H 2.13 -6.81 16.56
H 3.03 -7.24 18.07
H 1.33 -7.12 18.11
H 1.14 -9.09 16.47
H 3.26 -10.32 15.88
H 4.18 -8.98 16.65
H 3.19 -8.72 15.21
H 2.91 -9.80 18.53
C 8.19 -11.07 13.80
C 8.01 -10.40 15.15
C 6.66 -10.71 15.78
O 9.04 -10.86 16.04
H 7.54 -10.56 13.08
H 7.89 -12.12 13.79
H 9.21 -10.98 13.42
H 8.11 -9.33 15.00
H 6.61 -10.25 16.77
H 6.43 -11.78 15.85
H 5.80 -10.39 15.18
H 8.91 -11.80 16.17
C 7.12 -6.45 25.81
C 6.92 -6.85 24.36
C 7.98 -6.25 23.45
O 7.05 -8.28 24.28
H 6.92 -5.39 25.96
H 8.14 -6.63 26.16
H 6.43 -7.01 26.44
H 5.92 -6.53 24.07
H 9.00 -6.36 23.82
H 7.83 -5.17 23.28
H 7.95 -6.69 22.45
H 6.68 -8.52 23.41
C 5.40 -16.27 23.00
C 4.29 -15.97 22.03
C 4.35 -14.50 21.63
O 4.57 -16.70 20.81
H 5.20 -17.10 23.67
H 5.57 -15.38 23.62
H 6.35 -16.49 22.52
H 3.30 -16.24 22.41
H 3.63 -14.23 20.86
H 5.34 -14.22 21.28
H 4.17 -13.82 22.47
H 3.96 -16.33 20.15
C -0.49 -12.66 24.41
C 0.38 -13.10 23.23
C 1.80 -12.58 23.28
O 0.40 -14.54 23.30
H -0.06 -13.10 25.32
H -1.49 -13.04 24.23
H -0.55 -11.57 24.48
H -0.13 -12.78 22.31
H 1.87 -11.51 23.44
H 2.29 -12.86 22.35
H 2.32 -13.14 24.07
H 0.58 -14.88 22.42
C 4.14 -10.46 21.17
C 5.60 -10.55 21.61
C 6.40 -11.31 20.55
O 6.09 -9.21 21.68
H 4.02 -9.69 20.40
H 3.45 -10.21 21.98
H 3.75 -11.41 20.77
H 5.70 -11.07 22.56
H 7.47 -11.25 20.72
H 6.18 -10.90 19.56
H 6.12 -12.36 20.46
H 6.00 -8.86 20.78
C 10.61 -7.60 19.46
C 10.18 -8.69 18.51
C 9.08 -9.54 19.13
O 9.59 -8.02 17.36
H 11.12 -6.80 18.92
H 11.39 -7.99 20.13
H 9.85 -7.19 20.12
H 11.00 -9.29 18.11
H 8.67 -10.32 18.49
H 8.19 -8.93 19.33
H 9.41 -10.00 20.06
H 9.47 -8.77 16.76
C 1.68 -7.95 21.12
O 0.77 -9.01 21.43
H 2.24 -7.72 22.02
H 2.37 -8.31 20.36
H 1.15 -7.05 20.81
H 0.47 -9.38 20.59
C 3.88 -12.80 17.65
O 4.33 -14.12 17.92
H 3.96 -12.15 18.52
H 4.25 -12.43 16.69
H 2.81 -12.93 17.45
H 5.27 -14.11 18.16
C 4.48 -5.91 21.85
O 3.88 -5.84 20.55
H 5.08 -5.00 22.00
H 3.69 -5.97 22.60
H 5.14 -6.77 21.95
H 3.29 -5.08 20.52
C 7.43 -15.82 18.79
O 7.14 -14.43 18.59
H 8.48 -15.93 19.02
H 6.78 -16.16 19.59
H 7.17 -16.35 17.87
H 7.65 -14.05 17.88
C 6.58 -6.91 18.55
O 5.61 -7.65 19.31
H 6.08 -6.09 18.02
H 7.29 -6.40 19.21
H 7.04 -7.59 17.85
H 4.83 -7.09 19.44
```

Values from the calculation:
energy relative to the best compared isomer or geometry (same formula, charge and spin) = 0.000 eV
orbital gap = 9.5 eV
DFT total energy = -2716.348535 Eh

Löwdin atomic charge list, values in e, 8 entries: -0.0552 -0.4990 -0.0441 -0.0573 0.0858 0.0591 0.0671 0.1235